1.
A structure of composition C35H26Cl2IN2O4Ta. Source: the OMol25 dataset; level of theory: the ωB97M-V functional and the def2-TZVPD basis.

## Properties
Energy relative to the best compared isomer or geometry (same formula, charge and spin): 63.7 kcal/mol
HOMO-LUMO gap: 6.51 eV
Total energy: -3034.36973 a.u.

```
! RIJCOSX wB97M-V def2-TZVPD def2/J DEFGRID3
* xyz 2 1
Ta 0.382 0.532 -0.060
C 0.437 -1.354 -4.629
C -0.869 -0.808 -4.136
N -1.955 -0.987 -4.873
C -3.105 -0.424 -4.507
C -3.243 0.428 -3.424
C -4.555 1.106 -3.144
O -4.826 0.993 -1.750
C -2.115 0.616 -2.609
C -2.145 1.636 -1.570
N -1.273 1.799 -0.633
C -1.399 2.949 0.221
C -2.609 3.301 0.801
C -2.677 4.433 1.599
C -1.546 5.206 1.821
C -0.326 4.850 1.259
C -0.265 3.720 0.467
I 1.551 3.048 -0.357
C -0.961 -0.079 -2.952
O 0.171 0.058 -2.160
H 0.255 -1.957 -5.514
H 0.960 -1.956 -3.885
H 1.103 -0.531 -4.897
H -3.960 -0.639 -5.138
H -5.332 0.630 -3.744
H -4.507 2.160 -3.447
H -5.759 1.176 -1.594
H -2.950 2.361 -1.635
H -3.483 2.681 0.638
H -3.617 4.709 2.056
H -1.605 6.088 2.444
H 0.557 5.449 1.441
Cl 2.060 -0.027 7.432
C 1.722 0.123 5.754
C 0.411 0.052 5.310
C 0.151 0.163 3.954
Cl -1.479 0.073 3.374
C 1.181 0.354 3.043
O 0.877 0.414 1.725
C 2.500 0.447 3.494
C 3.650 0.747 2.602
O 3.554 1.156 1.471
C 2.758 0.317 4.852
H -0.400 -0.094 6.009
H 4.637 0.602 3.073
H 3.777 0.381 5.212
C 5.003 -2.490 1.349
C 5.383 -1.612 0.342
C 4.424 -1.036 -0.472
C 3.072 -1.338 -0.302
C 2.700 -2.239 0.698
C 3.661 -2.803 1.523
C 2.107 -0.653 -1.178
C 0.783 -1.076 -1.396
C -0.236 -2.077 -0.995
C -0.823 -1.884 0.267
C -1.981 -2.562 0.633
C -2.557 -3.449 -0.260
C -1.967 -3.669 -1.500
C -0.827 -2.977 -1.879
H 5.751 -2.941 1.987
H 6.428 -1.376 0.193
H 4.723 -0.338 -1.244
H 1.665 -2.524 0.836
H 3.363 -3.504 2.292
H 2.539 -0.049 -1.967
H -0.307 -1.350 1.073
H -2.396 -2.421 1.622
H -3.451 -3.991 0.016
H -2.401 -4.389 -2.182
H -0.389 -3.156 -2.850
*
```

Atom charges from the Mulliken analysis, given in e for atoms 1 to 8: -0.441, -1.236, 0.390, -0.562, -1.039, 0.116, -0.895, -0.523

=====

2.
A cluster of 5 separate species, C35H26F6N5O13 in total. Source: the OMol25 dataset; level of theory: the ωB97M-V functional and the def2-TZVPD basis.

## Properties
HOMO-LUMO gap: 6.66 eV
Total energy: -3199.84563 a.u.

```
! RIJCOSX wB97M-V def2-TZVPD def2/J DEFGRID3
* xyz 1 1
O -1.937 -5.896 0.054
C -2.538 -5.119 -0.589
O -3.635 -5.423 -1.367
C -4.845 -5.369 -0.713
O -4.965 -5.435 0.456
C -6.011 -5.234 -1.712
F -6.688 -6.390 -1.673
F -5.531 -5.064 -2.955
C -6.981 -4.053 -1.374
F -6.854 -3.671 -0.092
F -8.239 -4.475 -1.567
C -6.784 -2.808 -2.269
F -7.050 -3.099 -3.536
F -5.488 -2.400 -2.158
C -7.734 -1.671 -1.807
O -8.791 -1.547 -2.315
O -7.239 -0.905 -0.830
C -2.114 -3.687 -0.688
C -0.821 -3.404 -1.108
C -0.419 -2.075 -1.151
N -1.277 -1.111 -0.806
C -2.539 -1.356 -0.411
C -2.981 -2.664 -0.338
H -7.971 -0.700 -0.231
H -0.153 -4.205 -1.369
H 0.583 -1.815 -1.447
H -0.960 -0.150 -0.834
H -3.173 -0.525 -0.158
H -3.971 -2.920 -0.008
C -2.818 -7.221 6.157
C -1.948 -7.135 5.078
C -1.941 -6.002 4.281
C -2.811 -4.971 4.585
C -3.690 -5.040 5.652
C -3.689 -6.178 6.441
N -2.799 -3.762 3.756
O -2.030 -3.726 2.808
O -3.553 -2.858 4.046
H -2.817 -8.106 6.779
H -1.272 -7.949 4.858
H -1.269 -5.928 3.439
H -4.362 -4.223 5.868
H -4.367 -6.249 7.279
C 3.305 0.570 3.099
C 3.374 1.853 2.573
C 3.185 2.056 1.216
C 2.925 0.965 0.408
C 2.860 -0.323 0.913
C 3.052 -0.517 2.270
N 2.705 1.187 -1.026
O 2.796 2.319 -1.444
O 2.435 0.223 -1.728
H 3.452 0.416 4.160
H 3.575 2.697 3.218
H 3.240 3.051 0.800
H 2.673 -1.164 0.262
H 3.008 -1.515 2.682
C 4.263 2.683 -4.582
C 5.115 2.757 -5.677
C 5.109 3.881 -6.489
C 4.245 4.916 -6.184
C 3.387 4.859 -5.102
C 3.399 3.731 -4.297
N 4.246 6.120 -7.031
O 4.995 6.135 -7.985
O 3.498 7.025 -6.721
H 4.272 1.807 -3.947
H 5.787 1.940 -5.899
H 5.767 3.947 -7.342
H 2.720 5.681 -4.888
H 2.737 3.668 -3.447
C 4.725 8.828 0.680
C 5.731 7.872 0.617
C 5.643 6.722 1.383
C 4.540 6.549 2.200
C 3.531 7.492 2.281
C 3.629 8.639 1.512
N 4.434 5.322 2.999
O 5.339 4.514 2.925
O 3.439 5.170 3.683
H 4.796 9.724 0.077
H 6.583 8.022 -0.030
H 6.422 5.975 1.342
H 2.682 7.337 2.930
H 2.850 9.387 1.562
*
```

Atom charges from the Mulliken analysis, given in e for atoms 1 to 8: -0.397, -0.022, -0.244, 0.043, -0.448, 1.101, -0.292, -0.278

=====

3.
A structure of composition C35H26FeN8O2S. Source: the OMol25 dataset; level of theory: the ωB97M-V functional and the def2-TZVPD basis.

## Properties
Energy relative to the best compared isomer or geometry (same formula, charge and spin): 26.1 kcal/mol
HOMO-LUMO gap: 6.53 eV
Total energy: -3599.88020 a.u.

```
! RIJCOSX wB97M-V def2-TZVPD def2/J DEFGRID3
* xyz 0 1
Fe 0.947 0.301 0.216
C 4.246 2.982 -1.066
C 3.258 2.395 -0.260
N 2.803 1.182 -0.456
C 3.316 0.445 -1.482
C 4.324 0.942 -2.330
C 4.772 2.259 -2.100
C 4.856 0.097 -3.338
C 4.399 -1.185 -3.440
C 3.392 -1.699 -2.598
C 2.814 -0.904 -1.624
N 1.873 -1.188 -0.696
C 1.664 -2.386 -0.076
C 1.737 -3.689 -0.531
C 1.526 -4.765 0.357
C 1.256 -4.582 1.685
C 1.174 -3.263 2.200
C 0.938 -2.946 3.557
C 0.904 -1.637 3.953
C 1.071 -0.624 2.991
N 1.286 -0.885 1.726
C 1.353 -2.189 1.317
H 4.578 3.989 -0.855
H 2.825 2.943 0.571
H 5.538 2.678 -2.741
H 5.623 0.477 -4.001
H 4.812 -1.840 -4.198
H 3.077 -2.720 -2.742
H 1.930 -3.905 -1.570
H 1.585 -5.772 -0.039
H 1.106 -5.423 2.351
H 0.791 -3.747 4.272
H 0.729 -1.362 4.983
H 1.016 0.424 3.259
N -3.849 -0.428 1.138
C -4.198 -0.287 2.490
C -5.434 -0.721 2.942
C -5.781 -0.573 4.279
C -4.881 -0.012 5.168
C -3.635 0.405 4.717
C -3.294 0.287 3.380
S -1.753 0.916 2.785
N -1.558 0.112 1.309
C -2.551 -0.369 0.677
C -2.281 -0.863 -0.708
C -3.280 -1.312 -1.565
C -2.937 -1.662 -2.864
C -1.618 -1.542 -3.252
C -0.688 -1.103 -2.317
N -1.002 -0.788 -1.070
H -4.545 -0.831 0.541
H -6.130 -1.172 2.243
H -6.752 -0.904 4.619
H -5.141 0.101 6.212
H -2.924 0.840 5.410
H -4.315 -1.390 -1.269
H -3.696 -2.006 -3.554
H -1.295 -1.772 -4.258
H 0.355 -1.000 -2.591
C -0.686 4.446 -3.386
N -0.417 3.838 -2.094
C -0.500 4.551 -0.941
C -0.230 4.008 0.264
C 0.161 2.628 0.263
O 0.498 1.968 1.294
N 0.221 1.931 -0.885
C -0.040 2.476 -2.095
O 0.027 1.878 -3.158
H -1.114 5.433 -3.228
H -1.382 3.826 -3.946
H 0.232 4.533 -3.968
H -0.803 5.583 -1.058
H -0.305 4.569 1.180
*
```

Atom charges from the Mulliken analysis, given in e for atoms 1 to 8: 0.372, -1.094, -0.284, 0.198, 0.015, 1.088, -0.651, -1.024

=====

| no. | LUMO energy (eV) |
| --- | --- |
| 1 | -6.83 |
| 2 | -4.71 |
| 3 | 0.27 |